# 1
This record from the OMol25 dataset describes a 2-piece molecular cluster, C3H10N2S overall. The level of theory is the ωB97M-V functional and the def2-TZVPD basis.

Results
- energy relative to the best compared isomer or geometry (same formula, charge and spin) (eV) = 0.880
- net charge = 0
- HOMO energy (eV) = -7.9
- LUMO energy (eV) = 1.052
- SMILES = N/C=C/N.CS

Structure (XYZ):
```
16
C3H10N2S, DFT the ωB97M-V functional and the def2-TZVPD basis
N 0.67 0.22 2.59
C 0.83 0.34 1.22
C 0.77 1.45 0.48
N 1.06 1.42 -0.91
H 0.72 1.07 3.13
H 1.19 -0.53 3.01
H 1.04 -0.61 0.73
H 0.48 2.38 0.96
H 2.04 1.59 -1.10
H 0.53 2.12 -1.42
C -1.16 -1.34 -1.24
S -2.88 -1.51 -1.82
H -1.12 -0.37 -0.76
H -0.91 -2.11 -0.52
H -0.48 -1.36 -2.08
H -2.79 -2.77 -2.28
```

***

# 2
This record from the OMol25 dataset describes one molecule with the formula C4H6O2. The level of theory is the ωB97M-V functional and the def2-TZVPD basis.

Results
- energy relative to the best compared isomer or geometry (same formula, charge and spin) (eV) = 0.762
- net charge = 0
- HOMO energy (eV) = -10.0
- LUMO energy (eV) = 0.573
- SMILES = CC(=O)CC=O

Structure (XYZ):
```
12
C4H6O2, DFT the ωB97M-V functional and the def2-TZVPD basis
C -1.32 -0.43 -1.04
C -0.75 -0.20 0.34
O -1.19 -0.72 1.34
C 0.49 0.70 0.43
C 1.70 -0.22 0.48
O 2.48 -0.34 -0.42
H -0.54 -0.42 -1.80
H -2.02 0.39 -1.27
H -1.87 -1.37 -1.05
H 0.59 1.36 -0.44
H 0.43 1.27 1.36
H 1.79 -0.81 1.42
```

***

# 3
This record from the OMol25 dataset describes a 2-piece molecular cluster, CH3O3P overall. The level of theory is the ωB97M-V functional and the def2-TZVPD basis.

Results
- energy relative to the best compared isomer or geometry (same formula, charge and spin) (eV) = 6.874
- net charge = 0
- HOMO energy (spin up / spin down) (eV) = -9.9 / -7.4
- LUMO energy (spin up / spin down) (eV) = -0.854 / -1.245

Structure (XYZ):
```
8
CH3O3P, DFT the ωB97M-V functional and the def2-TZVPD basis
C 1.27 0.31 0.50
O -3.64 -0.12 -0.87
O 0.77 -0.79 -0.17
O -0.49 -1.08 0.11
P -2.45 -0.29 -1.64
H 0.63 1.02 0.88
H 2.04 0.81 -0.19
H 1.87 0.14 1.36
```

***

# 4
This record from the OMol25 dataset describes a 2-piece molecular cluster, C4H7INO overall. The level of theory is the ωB97M-V functional and the def2-TZVPD basis.

Results
- energy relative to the best compared isomer or geometry (same formula, charge and spin) (eV) = 3.568
- net charge = +1
- HOMO energy (spin up / spin down) (eV) = -12.7 / -12.7
- LUMO energy (spin up / spin down) (eV) = -5.128 / -5.129

Structure (XYZ):
```
14
C4H7INO, DFT the ωB97M-V functional and the def2-TZVPD basis
C -0.83 -1.82 -2.30
C -1.03 0.57 0.06
C 0.10 1.17 -0.85
C 0.02 -0.32 -0.57
N 0.93 -1.08 0.28
O -0.89 -1.37 -3.36
I -1.22 -3.64 -1.50
H -1.11 0.89 1.04
H -2.10 0.66 -0.32
H -0.31 1.49 -1.80
H 0.77 1.96 -0.49
H 1.64 -1.39 -0.35
H 0.41 -1.95 0.68
H 1.48 -0.70 1.07
```

***

# 5
This record from the OMol25 dataset describes an isolated ion of composition C5H9N2O and charge +1. The level of theory is the ωB97M-V functional and the def2-TZVPD basis.

Results
- energy relative to the best compared isomer or geometry (same formula, charge and spin) (eV) = 4.004
- net charge = +1
- HOMO energy (eV) = -15.1
- LUMO energy (eV) = -4.252
- SMILES = [H]/N=C(/[NH+]=C1CC1)OC

Structure (XYZ):
```
17
C5H9N2O, DFT the ωB97M-V functional and the def2-TZVPD basis
H -1.30 2.00 0.39
N -0.64 1.26 0.25
C -0.92 0.10 -0.07
N 0.29 -0.81 -0.21
C 1.50 -0.42 -0.12
C 2.33 0.71 -0.16
C 2.97 -0.62 0.08
O -1.89 -0.70 -0.29
C -3.19 -0.18 -0.07
H 0.14 -1.88 -0.25
H 2.21 1.30 0.64
H 2.20 1.18 -1.08
H 3.60 -1.19 -0.49
H 3.21 -0.76 1.13
H -3.09 0.33 1.01
H -4.01 -0.85 -0.02
H -3.40 0.55 -0.76
```

***

# 6
This record from the OMol25 dataset describes one molecule with the formula C10H14N4O5. The level of theory is the ωB97M-V functional and the def2-TZVPD basis.

Results
- energy relative to the best compared isomer or geometry (same formula, charge and spin) (eV) = 4.075
- net charge = 0
- HOMO energy (eV) = -8.3
- LUMO energy (eV) = 0.248
- SMILES = N[C@@H](Cc1c[nH]cn1)C(=O)N[C@@H](CC(=O)O)C(=O)O

Structure (XYZ):
```
33
C10H14N4O5, DFT the ωB97M-V functional and the def2-TZVPD basis
N 0.99 0.83 1.56
C 0.95 0.25 0.24
C 2.05 -0.68 -0.16
C 3.41 -0.08 -0.35
C 4.55 -0.85 -0.13
N 5.72 -0.07 -0.16
C 5.20 1.13 -0.74
N 3.86 1.13 -0.79
C -0.33 -0.69 0.21
O -0.09 -1.95 0.32
N -1.50 0.00 0.11
C -2.85 -0.48 0.17
C -3.89 0.55 -0.49
C -3.66 1.92 -0.11
O -2.91 2.28 0.77
O -4.46 2.68 -0.90
C -3.45 -1.84 -0.16
O -4.62 -2.04 -0.48
O -2.60 -2.77 -0.37
H 0.76 0.21 2.27
H 1.82 1.39 1.68
H 0.71 1.03 -0.49
H 1.83 -1.19 -1.07
H 2.10 -1.43 0.69
H 4.64 -1.92 0.08
H 6.74 -0.44 -0.10
H 5.73 1.94 -1.27
H -1.36 0.98 0.39
H -3.08 -0.25 1.24
H -4.00 0.31 -1.52
H -4.97 0.38 -0.15
H -5.36 2.48 -0.59
H -1.92 -2.79 0.28
```

***

# 7
This record from the OMol25 dataset describes a 2-piece molecular cluster, C5H13N2 overall. The level of theory is the ωB97M-V functional and the def2-TZVPD basis.

Results
- energy relative to the best compared isomer or geometry (same formula, charge and spin) (eV) = 2.824
- net charge = +1
- HOMO energy (eV) = -13.3
- LUMO energy (eV) = -4.549

Structure (XYZ):
```
20
C5H13N2, DFT the ωB97M-V functional and the def2-TZVPD basis
C -2.49 1.08 0.76
C 1.47 -1.13 0.75
C -2.86 -0.91 -0.40
C 3.07 0.50 0.12
C 0.87 0.42 -0.92
N -2.02 0.18 0.03
N 1.78 -0.13 0.04
H -1.86 1.90 1.06
H -3.53 1.09 1.10
H 0.49 -1.58 0.67
H 2.16 -1.56 1.46
H -3.84 -0.89 0.08
H -2.98 -0.85 -1.48
H -2.36 -1.85 -0.17
H 3.50 0.61 -0.87
H 2.97 1.50 0.55
H 3.75 -0.07 0.75
H 1.07 1.48 -1.05
H 1.01 -0.06 -1.89
H -0.18 0.27 -0.61
```

***

# 8
This record from the OMol25 dataset describes C42H50HfN7O5PSSe as an isolated structure. The level of theory is the ωB97M-V functional and the def2-TZVPD basis.

Results
- energy relative to the best compared isomer or geometry (same formula, charge and spin) (eV) = 1.116
- net charge = +2
- HOMO energy (eV) = -11.8
- LUMO energy (eV) = -5.698

Structure (XYZ):
```
108
C42H50HfN7O5PSSe, DFT the ωB97M-V functional and the def2-TZVPD basis
Hf 0.13 -0.14 0.44
O 1.03 -2.22 -2.87
C 1.02 -1.73 -1.78
O 0.47 -0.55 -1.45
C 1.71 -2.40 -0.60
C 2.74 -3.30 -0.85
C 3.44 -3.80 0.22
C 3.13 -3.36 1.53
C 3.87 -3.76 2.67
C 3.58 -3.23 3.89
C 2.56 -2.26 4.03
C 1.84 -1.89 2.95
C 2.08 -2.44 1.68
N 1.35 -2.00 0.62
H 2.95 -3.58 -1.87
H 4.25 -4.50 0.07
H 4.68 -4.47 2.55
H 4.15 -3.53 4.76
H 2.37 -1.81 5.00
H 0.96 -0.42 3.82
O 1.89 0.70 0.60
S 3.29 0.47 1.37
O 4.40 0.76 0.47
O 0.89 -0.87 2.98
C 3.14 1.83 2.52
C 4.34 2.14 3.15
C 4.36 3.10 4.16
C 3.19 3.72 4.54
C 1.99 3.41 3.91
C 1.94 2.46 2.88
P 0.37 2.29 1.92
C 0.68 3.64 0.69
C 0.76 4.96 1.16
C 1.10 6.00 0.31
C 1.39 5.74 -1.02
C 1.33 4.44 -1.50
C 0.98 3.40 -0.65
C -0.92 2.96 3.01
C -1.06 2.36 4.27
C -2.15 2.66 5.08
C -3.12 3.55 4.64
C -2.99 4.15 3.39
C -1.91 3.85 2.58
H 5.25 1.65 2.84
H 5.30 3.35 4.64
H 3.20 4.47 5.32
H 1.09 3.93 4.22
H 0.58 5.17 2.20
H 1.15 7.01 0.70
H 1.68 6.55 -1.68
H 1.57 4.23 -2.53
H 0.98 2.40 -1.07
H -0.29 1.69 4.64
H -2.23 2.20 6.06
H -3.96 3.79 5.27
H -3.74 4.85 3.05
H -1.83 4.32 1.60
N -1.61 -0.53 2.01
C -3.07 -0.28 1.76
C -3.31 1.05 1.08
C -2.87 1.09 -0.38
N -1.40 1.26 -0.55
H -1.52 -1.49 2.34
H -1.35 0.05 2.81
H -3.60 -0.32 2.71
H -3.43 -1.10 1.15
H -2.82 1.84 1.64
H -4.38 1.27 1.13
H -3.39 1.88 -0.92
H -3.12 0.15 -0.86
H -1.19 2.23 -0.32
H -1.23 1.22 -1.60
C -1.62 2.82 -3.63
C -1.81 3.04 -5.16
N -1.37 1.85 -5.89
C -2.22 0.71 -5.51
C -2.19 0.51 -3.97
N -1.20 1.43 -3.37
C 0.11 1.20 -4.02
C 0.02 1.55 -5.53
H -2.56 3.01 -3.09
H -0.86 3.49 -3.22
H -1.23 3.89 -5.51
H -2.86 3.22 -5.41
H -1.85 -0.18 -6.03
H -3.23 0.90 -5.86
H -1.91 -0.51 -3.69
H -3.16 0.73 -3.53
H 0.38 0.15 -3.87
H 0.86 1.81 -3.51
H 0.36 0.72 -6.14
H 0.63 2.42 -5.78
C -2.07 -5.50 -0.43
N -3.26 -4.70 -0.72
C -4.53 -5.20 -0.95
C -5.32 -4.15 -1.25
N -4.52 -3.02 -1.19
C -4.96 -1.68 -1.56
C -3.26 -3.36 -0.87
Se -1.73 -2.31 -0.78
H -2.37 -6.55 -0.41
H -1.65 -5.22 0.53
H -1.33 -5.34 -1.21
H -4.76 -6.25 -0.89
H -6.37 -4.11 -1.50
H -5.93 -1.76 -2.04
H -4.26 -1.24 -2.25
H -5.06 -1.05 -0.68
```

***

| no. | molecular weight (g/mol) | energy (a.u.) |
| --- | --- | --- |
| 1 | 106.194 | -627.9623 |
| 2 | 86.090 | -306.4783 |
| 3 | 94.006 | -606.7726 |
| 4 | 212.010 | -583.8887 |
| 5 | 113.140 | -380.3046 |
| 6 | 270.245 | -984.6347 |
| 7 | 101.173 | -307.5178 |
| 8 | 1053.397 | -5578.6717 |